No. 1
The following is a quantum chemistry calculation of a structure of composition C23H41BrOsP2 in a non-equilibrium geometry, from the OMol25 dataset.

Last column: Mulliken spin population.
Positions of all 68 atoms, in Å:
Os1 -0.34249 1.13786 -1.10730  1.47
Br1 -1.76480 1.42042 0.88584  0.13
P1 3.15576 1.68226 0.38777  0.19
P2 -3.41749 -1.51225 -0.08716  0.35
C1 -1.37362 2.16125 -2.51444  -0.13
C2 -1.65099 0.65320 -2.45405  0.26
C3 -2.19542 -2.61732 2.61808  -0.10
C4 -1.15716 -0.18750 -3.64090  0.01
C5 0.52327 -0.28934 3.61847  0.14
C6 -1.91467 -0.07498 4.42175  0.01
C7 4.23189 0.70068 -0.74547  0.03
C8 0.33516 -2.19716 2.35609  0.23
C9 2.70763 -1.19518 2.59497  0.05
C10 -4.84088 -0.49978 -0.49547  0.01
C11 1.64463 2.00331 -0.71263  0.35
C12 1.39945 1.24850 -2.09045  -0.13
C13 1.10269 2.12697 -3.29062  0.01
C14 -0.32905 2.60614 -3.53970  0.01
C15 1.24891 -1.21631 2.82590  0.13
C16 0.23753 -0.73504 -3.33338  0.04
C17 1.10002 0.83895 4.37133  -0.01
C18 0.72014 -0.19503 -1.99689  0.20
C19 -3.47269 -2.63068 -1.55045  0.01
C20 0.68781 -3.41252 1.59297  -0.02
C21 4.09243 3.23958 0.11612  0.05
C22 -0.95661 -1.87431 2.86148  0.16
C23 -0.83810 -0.69664 3.63731  0.22
H1 -0.67526 2.31955 -4.53501  0.00
H2 -3.25386 -3.66194 -1.18859  0.00
H3 -1.14685 0.35243 -4.60113  0.01
H4 0.93602 -0.48855 -4.15167  0.00
H5 -1.84963 -1.02925 -3.78775  0.00
H6 0.20454 -1.84001 -3.25291  -0.01
H7 1.53996 3.09634 -0.75150  0.02
H8 -4.77723 -0.21660 -1.55080  -0.01
H9 -0.16516 -3.77878 1.00627  0.00
H10 -0.30308 3.70614 -3.58119  0.00
H11 -2.72862 -2.28387 -2.29998  0.01
H12 -2.83432 -2.66896 3.50616  0.00
H13 -4.86524 0.38397 0.14080  0.00
H14 2.41031 0.85121 -2.23783  0.01
H15 -2.83947 -2.10753 1.87351  0.05
H16 -1.14122 2.70110 -1.50859  0.09
H17 -2.87136 -0.12828 3.89129  0.01
H18 1.46706 1.61058 -4.18414  0.00
H19 3.72411 3.99285 0.81136  0.00
H20 1.34081 -0.89083 -1.41870  0.00
H21 -4.48562 -2.54385 -1.98449  0.01
H22 -2.04453 -0.59139 5.38501  0.02
H23 1.52073 0.49851 5.33173  0.03
H24 -5.64072 -1.20801 -0.24041  0.02
H25 3.95701 3.57210 -0.91528  0.00
H26 -2.35464 2.63831 -2.67500  0.06
H27 3.02555 -0.17829 2.30840  0.00
H28 1.91186 1.31450 3.80396  0.01
H29 4.47441 1.30277 -1.63073  0.01
H30 0.33197 1.58821 4.60039  0.00
H31 -1.99942 -3.62309 2.23512  0.00
H32 0.99757 -4.21569 2.28583  0.03
H33 5.15597 3.06571 0.30807  0.00
H34 -2.65944 0.36824 -2.11311  -0.04
H35 -1.68521 0.97206 4.64350  0.00
H36 1.52333 -3.22529 0.90366  0.01
H37 3.70719 -0.21172 -1.03477  0.00
H38 1.73648 3.01743 -3.19385  0.00
H39 5.15220 0.43110 -0.20637  0.00
H40 3.28217 -1.49125 3.49194  0.01
H41 2.98832 -1.88499 1.78759  0.00

Properties
Energy relative to the best compared isomer or geometry (same formula, charge and spin) in kJ/mol: 622.27
Charge: +2
Highest occupied orbital energy (alpha / beta) in eV: -12.64 / -12.28
Kohn-Sham gap (alpha / beta) in eV: 3.86 / 3.15
Expectation value of S²: 6.2249
Spin multiplicity: 5

***

No. 2
The following is a quantum chemistry calculation of a structure of composition C23H41ClDyP2 in a non-equilibrium geometry, from the OMol25 dataset.

Last column: Mulliken spin population.
Positions of all 68 atoms, in Å:
Dy1 1.81174 0.25615 1.16442  5.10
Cl1 3.80653 1.72455 1.24049  0.01
P1 0.78908 -0.72855 -1.04558  -0.07
P2 0.07628 1.27183 -3.08500  0.00
C1 -1.22102 0.06407 -1.15206  -0.01
C2 0.27917 0.82224 -4.81863  0.00
C3 -4.22244 1.07299 -0.60277  0.00
C4 1.44414 0.55883 -2.21718  0.01
C5 -0.02267 -0.48033 3.03449  -0.01
C6 2.19596 -1.10987 3.23582  0.04
C7 -0.04046 3.04162 -2.87265  0.00
C8 1.22449 -0.13256 3.63730  0.00
C9 -3.97333 0.60828 -2.01791  0.00
C10 1.54155 -2.07129 2.40147  -0.05
C11 3.62075 -1.12058 3.64304  -0.01
C12 -1.34850 0.09202 3.38849  -0.01
C13 0.44518 -2.10244 -2.19402  0.00
C14 2.70950 -1.17005 -0.63531  -0.02
C15 0.18130 -1.65724 2.24549  0.01
C16 -0.85750 -2.40283 1.48872  -0.01
C17 1.48652 1.01555 4.54919  0.00
C18 -3.42983 1.79650 0.20351  0.00
C19 -2.03197 2.29248 -0.07014  0.00
C20 -2.80541 1.25129 -2.79838  0.00
C21 2.13020 -3.36218 1.93291  -0.01
C22 -0.99501 1.15960 -0.09673  -0.03
C23 -1.49872 0.46317 -2.58071  0.00
H1 0.82735 -3.03170 -1.74762  0.00
H2 0.64168 3.49177 -3.61168  0.00
H3 -0.69999 0.69369 -5.30163  0.00
H4 2.04813 1.34741 -1.72409  0.00
H5 -1.95256 2.90903 -0.97524  0.00
H6 2.09411 0.03622 -2.93864  0.00
H7 4.07600 -2.09610 3.43883  0.00
H8 -0.56238 -2.56727 0.43794  0.00
H9 -1.22983 0.94932 4.06197  0.00
H10 0.95325 -1.94742 -3.15980  0.00
H11 0.27142 3.34233 -1.85812  0.00
H12 -1.83270 -0.76761 -0.78068  0.00
H13 -1.90827 0.43709 2.50926  0.00
H14 -0.00015 1.67577 -0.15550  0.02
H15 -1.02534 -3.39524 1.93904  0.00
H16 -5.20665 0.76212 -0.21860  0.00
H17 2.97650 -3.24312 1.23966  0.00
H18 0.85810 -0.10718 -4.92880  0.00
H19 2.52275 -3.93547 2.78757  0.00
H20 3.38238 -0.28880 -0.53593  0.01
H21 4.20782 -0.36138 3.10235  0.00
H22 -1.00905 0.66685 0.89433  0.01
H23 -2.70478 2.31390 -2.54464  0.00
H24 2.15866 1.76776 4.10203  0.00
H25 -1.56455 -0.44891 -3.19804  0.00
H26 3.71024 -0.90551 4.71647  0.00
H27 -4.89099 0.78291 -2.60751  0.00
H28 -1.98093 -0.66260 3.88794  0.00
H29 2.96296 -1.70092 -1.55530  0.00
H30 0.55935 1.53574 4.81406  0.00
H31 -3.85115 -0.48644 -1.99539  0.00
H32 1.38327 -3.98199 1.42042  0.00
H33 -1.05804 3.40257 -3.08164  0.00
H34 0.81436 1.63778 -5.32008  0.00
H35 1.95687 0.66117 5.48040  0.00
H36 -3.79644 2.09565 1.19899  0.00
H37 -1.75640 2.97003 0.75563  0.00
H38 2.84188 -1.85750 0.20927  0.01
H39 -0.63664 -2.22737 -2.34260  0.00
H40 -3.05542 1.25032 -3.88024  0.00
H41 -1.82035 -1.87012 1.48734  0.00

Properties
Energy relative to the best compared isomer or geometry (same formula, charge and spin) in kJ/mol: 0.00
Charge: +1
Highest occupied orbital energy (alpha / beta) in eV: -9.52 / -9.50
Kohn-Sham gap (alpha / beta) in eV: 6.98 / 7.04
Expectation value of S²: 9.3615
Spin multiplicity: 6

***

No. 3
The following is a quantum chemistry calculation of a structure of composition C23H41F5FeOP2Te in a non-equilibrium geometry, from the OMol25 dataset.

Last column: Mulliken spin population.
Positions of all 74 atoms, in Å:
Te1 2.45603 2.39137 0.70203  0.02
Fe1 2.21231 -1.03866 0.15582  3.20
P1 2.23419 -0.32149 -5.88521  0.03
P2 -0.13828 1.64328 -5.90321  0.44
F1 4.33516 2.28654 0.42734  0.00
F2 2.63815 1.57669 2.43864  0.00
F3 0.59202 2.63784 1.05231  0.00
F4 2.23969 3.35384 -0.92381  0.00
F5 2.73559 4.05296 1.56960  0.00
O1 2.12912 0.81644 -0.20771  0.00
C1 1.03427 1.37372 -3.26006  0.07
C2 -2.46524 0.40038 -2.38014  0.04
C3 -0.87831 2.36765 -1.84496  0.01
C4 1.33614 -1.43364 -7.05893  0.01
C5 0.44806 -2.07304 0.86698  0.01
C6 1.54099 1.27553 -6.54404  0.04
C7 -1.93375 0.13280 -3.82569  0.02
C8 -2.68775 -0.14067 1.53070  0.00
C9 2.06401 -1.45607 2.80071  0.07
C10 -1.33015 -0.72669 1.43580  0.10
C11 -1.30809 0.82951 -7.05267  0.03
C12 -1.80892 1.45527 -1.54625  0.01
C13 0.61367 0.06243 -3.85636  0.04
C14 1.30059 -3.13778 0.24925  0.03
C15 -0.25811 -0.38328 2.29101  0.13
C16 -0.31378 0.60220 3.38403  -0.01
C17 3.85287 -0.24621 -6.74987  0.01
C18 0.85106 -1.24038 1.99293  0.14
C19 -1.74565 -2.54806 -0.36524  -0.01
C20 -0.61524 -0.51972 -3.94523  0.15
C21 -0.34134 3.39626 -6.37670  0.06
C22 -0.91311 -1.76368 0.56303  0.22
C23 -0.01964 2.48797 -3.06321  0.06
H1 -2.47734 -0.55191 -1.81354  -0.02
H2 -0.38025 3.46829 -7.47068  0.01
H3 -2.67540 -0.57234 -4.24555  0.00
H4 0.58396 3.40206 -2.88257  0.01
H5 3.00516 -1.50499 2.21310  0.00
H6 1.90754 -2.36740 -7.14556  0.00
H7 1.42987 -0.68141 -3.71619  0.00
H8 -3.20310 -0.16443 0.56326  0.00
H9 -1.27404 3.78098 -5.94790  0.00
H10 2.21474 2.08995 -6.23104  0.00
H11 -3.32171 -0.67120 2.25923  0.00
H12 -1.12109 -0.23872 -7.16973  0.00
H13 1.47432 1.17381 -2.27272  -0.02
H14 -1.26468 -2.63572 -1.35260  0.02
H15 0.67695 1.03156 3.55982  0.00
H16 -1.90675 -3.57469 0.00894  0.02
H17 -0.99774 1.41912 3.12443  0.00
H18 0.49888 3.98434 -5.99108  0.00
H19 -2.63140 0.90309 1.86447  0.00
H20 2.36561 -2.84771 0.01597  0.00
H21 -2.73513 -2.09482 -0.49525  0.00
H22 -0.66569 3.13601 -1.09130  0.00
H23 1.49776 1.25408 -7.64682  0.01
H24 1.88173 1.77969 -3.84953  0.01
H25 2.19284 -0.65560 3.53989  0.01
H26 -0.66787 0.14527 4.32149  0.03
H27 -3.52167 0.69974 -2.50362  0.00
H28 -2.04464 1.04436 -4.44076  0.01
H29 1.96555 -2.42515 3.32684  0.00
H30 0.86238 -3.49496 -0.68825  0.00
H31 -0.62861 2.68510 -3.97812  -0.03
H32 1.26607 -0.96472 -8.05428  0.00
H33 0.33723 -1.67902 -6.69183  0.00
H34 -2.32695 0.95096 -6.66758  0.00
H35 4.33342 -1.23190 -6.71103  0.00
H36 3.72294 0.06837 -7.79494  0.00
H37 -1.23687 1.33102 -8.02752  0.01
H38 4.48816 0.47960 -6.23057  0.00
H39 -2.24712 1.52706 -0.53730  0.00
H40 -0.66086 -1.61473 -4.08151  -0.01
H41 1.37197 -3.97322 0.95550  0.00

Properties
Charge: +1
Highest occupied orbital energy (alpha / beta) in eV: -9.70 / -10.01
Kohn-Sham gap (alpha / beta) in eV: 6.31 / 4.26
Expectation value of S²: 8.8258
Spin multiplicity: 6

***

For reference, energy by record: -4247.4387, -2928.6895, -3689.5631 Eh.